# C35H37Cl2N4O5P2Ta

C35H37Cl2N4O5P2Ta as an isolated structure at a distorted geometry (the ωB97M-V functional and the def2-TZVPD basis, the OMol25 dataset).

## Properties
* F_max: 6.18 eV Å⁻¹
* charge: +2
* calculated total energy: -98256.627 eV
* HOMO-LUMO gap: 7.465 eV
* energy above the lowest of the compared OMol25 structures with the same formula, charge and spin: 0.00 kJ/mol

Last column: Löwdin charge in e.
Geometry (Å):
Ta  -0.391  1.097  0.990  1.730
N  -0.082  0.165  3.088  -0.062
C  -0.998  0.546  4.113  -0.111
C  -2.336  0.734  3.421  -0.510
O  -3.380  0.711  4.009  0.136
N  -2.170  1.130  2.111  -0.110
C  -3.306  1.724  1.511  -0.138
C  -2.976  2.322  0.204  -0.566
O  -3.587  3.131  -0.391  0.199
O  -1.717  1.934  -0.144  -0.258
H  -0.071  -0.812  3.006  0.025
H  0.879  0.438  3.324  0.114
H  -0.717  1.449  4.603  0.136
H  -1.146  -0.228  4.845  0.134
H  -3.678  2.544  2.104  0.151
H  -4.190  0.976  1.369  0.181
C  0.252  -2.431  -0.773  -0.263
C  1.138  -1.394  -1.511  -0.408
P  0.540  0.302  -1.711  1.032
C  1.980  1.161  -2.403  -0.388
C  2.915  0.352  -3.067  -0.115
C  4.133  0.894  -3.487  -0.060
C  4.533  2.213  -3.165  -0.040
C  3.543  3.037  -2.542  -0.042
C  2.320  2.475  -2.180  -0.106
C  -0.535  0.123  -3.250  -0.325
C  -0.143  0.802  -4.410  -0.063
C  -0.653  0.401  -5.691  -0.025
C  -1.487  -0.731  -5.773  -0.064
C  -1.921  -1.293  -4.603  -0.067
C  -1.448  -0.876  -3.358  -0.117
P  -0.961  -1.529  0.479  1.029
C  -0.970  -2.506  2.015  -0.401
C  -2.138  -2.495  2.837  -0.085
C  -2.169  -3.012  4.138  -0.036
C  -1.021  -3.692  4.524  -0.068
C  0.108  -3.782  3.738  -0.059
C  0.185  -3.097  2.517  -0.108
C  -2.687  -1.707  -0.104  -0.362
C  -3.295  -2.959  -0.118  -0.100
C  -4.570  -3.101  -0.567  -0.060
C  -5.353  -2.032  -0.997  -0.013
C  -4.747  -0.784  -1.110  -0.046
C  -3.455  -0.678  -0.718  -0.138
H  0.843  -3.184  -0.234  0.080
H  -0.376  -3.009  -1.449  0.082
H  1.344  -1.779  -2.554  0.112
H  2.056  -1.277  -0.930  0.058
H  2.613  -0.651  -3.303  0.092
H  4.841  0.173  -3.948  0.130
H  5.490  2.553  -3.436  0.099
H  3.681  4.050  -2.198  0.097
H  1.728  3.143  -1.605  0.071
H  0.458  1.721  -4.341  0.112
H  -0.470  0.976  -6.602  0.115
H  -1.835  -1.051  -6.764  0.125
H  -2.681  -2.077  -4.666  0.121
H  -1.881  -1.377  -2.482  0.082
H  -3.096  -2.021  2.527  0.127
H  -3.012  -2.857  4.796  0.126
H  -0.953  -4.178  5.532  0.138
H  0.986  -4.321  4.162  0.133
H  1.102  -3.040  1.962  0.096
H  -2.728  -3.814  0.196  0.117
H  -5.028  -4.066  -0.594  0.115
H  -6.381  -2.342  -1.183  0.127
H  -5.249  0.022  -1.596  0.123
H  -3.007  0.245  -1.025  0.081
C  4.784  0.531  -0.289  0.027
N  4.057  0.891  0.969  -0.136
C  4.728  1.188  2.219  -0.009
C  2.799  0.548  1.053  -0.220
N  1.706  0.276  1.046  0.075
H  4.127  -0.070  -0.922  0.071
H  5.646  -0.057  0.065  0.109
H  5.135  1.422  -0.903  0.109
H  4.647  2.254  2.525  0.100
H  5.812  1.064  1.983  0.115
H  4.446  0.453  2.957  0.099
Cl  2.083  4.672  3.561  0.681
C  1.572  4.555  1.883  -0.948
Cl  2.997  4.636  0.792  0.663
C  0.821  3.311  1.523  -0.734
O  0.706  2.926  0.344  -0.115
O  0.289  2.611  2.401  -0.082
H  0.972  5.421  1.657  0.088